No. 1
Formula: C4H4O2S2
Source: the OMol25 dataset
Level of theory: wB97M-V/def2-TZVPD

- 2S+1 = 1
- gap between HOMO and LUMO (eV) = 8.1323

CARTESIAN COORDINATES (ANGSTROEM)
C  0.524  -1.139  1.956
C  0.242  -0.928  0.825
C  -0.688  0.846  -0.577
C  -0.317  -0.652  -0.513
O  -3.885  0.217  1.278
O  -1.862  1.200  0.089
S  -1.817  -1.754  -0.633
S  -3.222  0.292  0.022
H  0.630  -1.431  2.963
H  0.014  1.540  -0.139
H  -0.842  1.141  -1.578
H  0.294  -1.068  -1.243

***

No. 2
Formula: C4H4O3
Source: the OMol25 dataset
Level of theory: wB97M-V/def2-TZVPD

- 2S+1 = 1
- gap between HOMO and LUMO (eV) = 9.5322

CARTESIAN COORDINATES (ANGSTROEM)
O  -0.204  0.433  1.597
C  -0.912  -0.397  0.687
C  0.507  -0.211  0.590
C  1.673  0.107  -0.190
O  1.594  -1.020  0.742
C  -1.392  0.354  -1.427
O  -1.799  0.279  -0.180
H  -1.390  -1.281  1.106
H  1.753  -0.167  -1.240
H  2.313  0.918  0.149
H  -2.258  0.864  -1.904

***

No. 3
Formula: C4H4O3
Source: the OMol25 dataset
Level of theory: wB97M-V/def2-TZVPD

- 2S+1 = 1
- structure (SMILES) = O=CC1(C=O)CO1
- gap between HOMO and LUMO (eV) = 9.4709

CARTESIAN COORDINATES (ANGSTROEM)
O  -1.981  0.945  0.729
C  -0.874  1.127  0.286
C  0.080  -0.007  -0.125
C  1.339  0.366  -0.807
O  1.632  1.512  -1.061
C  -0.341  -1.251  0.538
O  -0.068  -1.556  -0.757
H  -0.397  2.126  0.355
H  1.893  -0.507  -1.177
H  0.129  -1.705  1.401
H  -1.411  -1.050  0.617

***

No. 4
Formula: C4H4O3
Source: the OMol25 dataset
Level of theory: wB97M-V/def2-TZVPD

- 2S+1 = 1
- gap between HOMO and LUMO (eV) = 10.9531

CARTESIAN COORDINATES (ANGSTROEM)
O  0.792  -1.394  0.993
C  0.384  -0.155  1.123
C  -0.471  -0.028  -0.057
C  -0.155  1.332  -0.566
O  1.067  1.064  0.119
C  -0.162  -1.363  -0.476
O  -1.432  -1.464  -0.228
H  0.364  0.329  2.100
H  -0.050  1.440  -1.650
H  -0.739  2.157  -0.139
H  0.402  -1.918  -1.219

***

No. 5
Formula: C4H4O3
Source: the OMol25 dataset
Level of theory: wB97M-V/def2-TZVPD

- 2S+1 = 1
- gap between HOMO and LUMO (spin up / spin down) (eV) = 8.5873 / 8.5928

CARTESIAN COORDINATES (ANGSTROEM)
C  -0.171  -0.403  0.224
C  -0.819  -0.213  -1.049
C  0.427  1.827  0.636
C  0.514  0.436  1.038
O  1.247  2.561  0.174
O  -1.808  0.445  -1.457
O  -2.544  1.285  -0.763
H  0.064  -1.471  0.408
H  -0.421  -0.875  -1.819
H  -0.559  2.175  0.632
H  1.077  0.035  1.844

***

No. 6
Formula: C4H4O3
Source: the OMol25 dataset
Level of theory: wB97M-V/def2-TZVPD

- 2S+1 = 1
- structure (SMILES) = CC(=O)C(=O)C=O
- gap between HOMO and LUMO (eV) = 8.8368

CARTESIAN COORDINATES (ANGSTROEM)
C  0.596  -0.056  1.634
C  -0.310  0.473  0.558
O  -0.992  1.467  0.634
C  -0.476  -0.420  -0.679
O  -0.832  -1.570  -0.558
C  -0.230  0.126  -2.083
O  0.423  1.112  -2.302
H  0.355  -1.109  1.806
H  0.469  0.525  2.549
H  1.642  -0.008  1.306
H  -0.645  -0.539  -2.866

***

No. 7
Formula: C4H4O3
Source: the OMol25 dataset
Level of theory: wB97M-V/def2-TZVPD

- 2S+1 = 1
- gap between HOMO and LUMO (eV) = 11.1831

CARTESIAN COORDINATES (ANGSTROEM)
O  -0.376  1.125  -1.335
C  -0.851  0.722  -0.052
C  0.504  0.193  0.340
C  -0.136  -1.061  0.875
O  -1.310  -0.641  0.109
C  0.837  0.436  -1.042
O  1.610  1.004  0.012
H  -1.540  1.441  0.399
H  0.278  -2.027  0.572
H  -0.359  -1.074  1.950
H  1.342  -0.117  -1.827

***

No. 8
Formula: C4H4O3
Source: the OMol25 dataset
Level of theory: wB97M-V/def2-TZVPD

- 2S+1 = 1
- gap between HOMO and LUMO (eV) = 9.3958

CARTESIAN COORDINATES (ANGSTROEM)
O  -2.004  1.086  0.221
C  -0.719  1.261  0.167
C  0.071  0.044  -0.195
C  -0.181  -1.170  0.618
O  -0.665  -1.069  -0.692
C  1.441  0.202  -0.785
O  2.094  1.212  -0.716
H  -1.547  2.135  0.492
H  0.634  -1.878  0.776
H  -0.931  -1.105  1.406
H  1.807  -0.717  -1.290

***

No. 9
Formula: C4H4O3
Source: the OMol25 dataset
Level of theory: wB97M-V/def2-TZVPD

- 2S+1 = 1
- structure (SMILES) = O=C1C=COCO1
- gap between HOMO and LUMO (eV) = 10.0181

CARTESIAN COORDINATES (ANGSTROEM)
O  2.525  -0.151  0.011
C  1.279  0.023  -0.161
C  0.506  1.187  -0.046
C  -0.823  0.977  -0.225
O  -1.490  -0.182  -0.084
C  -0.550  -1.240  0.130
O  0.625  -1.149  -0.458
H  0.939  2.121  0.166
H  -1.496  1.836  -0.265
H  -1.098  -2.104  -0.323
H  -0.417  -1.319  1.255

***

No. 10
Formula: C4H4O3S
Source: the OMol25 dataset
Level of theory: wB97M-V/def2-TZVPD

- 2S+1 = 1
- gap between HOMO and LUMO (eV) = 8.4956

CARTESIAN COORDINATES (ANGSTROEM)
C  0.907  -0.342  0.127
C  0.453  -1.628  0.015
C  -1.312  -0.314  0.043
C  -0.267  0.555  0.143
H  2.604  0.492  1.270
H  1.014  -2.505  -0.461
H  -2.454  1.026  -0.681
H  0.444  2.070  -0.616
O  -0.960  -1.583  -0.075
O  -2.592  0.153  0.288
O  -0.370  1.979  -0.081
S  2.534  0.098  0.029

***

No. 11
Formula: C4H4O4
Source: the OMol25 dataset
Level of theory: wB97M-V/def2-TZVPD

- 2S+1 = 1
- structure (SMILES) = C=C(OC=O)C(=O)O
- gap between HOMO and LUMO (eV) = 9.9863

CARTESIAN COORDINATES (ANGSTROEM)
C  1.175  -1.118  0.223
C  0.495  0.001  0.062
O  -0.694  0.259  0.577
C  -1.658  -0.899  0.659
O  -1.584  -2.202  0.541
C  0.951  1.343  -0.729
O  2.110  1.587  -1.023
O  -0.095  2.254  -0.972
H  2.109  -1.036  -0.449
H  0.581  -1.914  0.670
H  -2.586  -0.365  0.771
H  -0.803  2.089  -0.329

***

No. 12
Formula: C4H4O5
Source: the OMol25 dataset
Level of theory: wB97M-V/def2-TZVPD

- 2S+1 = 1
- structure (SMILES) = O=C(O)[C@H]1O[C@@H]1C(=O)O
- gap between HOMO and LUMO (eV) = 10.9440

CARTESIAN COORDINATES (ANGSTROEM)
O  1.908  1.937  0.434
C  1.138  1.222  0.873
O  0.039  1.862  1.541
C  0.686  -0.184  0.228
O  -0.526  -0.557  1.227
C  -0.838  0.036  -0.152
C  -0.891  -0.859  -1.465
O  -1.519  -0.484  -2.459
O  0.131  -2.028  -1.455
H  -0.489  1.121  1.827
H  1.463  -0.818  -0.231
H  -1.403  1.086  0.071
H  0.300  -2.334  -0.441

***

No. 13
Formula: C4H4O5Y
Source: the OMol25 dataset
Level of theory: wB97M-V/def2-TZVPD

- 2S+1 = 1
- net charge = +3
- gap between HOMO and LUMO (spin up / spin down) (eV) = 6.5136 / 8.0628

CARTESIAN COORDINATES (ANGSTROEM)
O  1.387  -0.305  0.353
C  0.047  -0.252  -0.065
C  1.781  0.887  0.898
O  -0.087  0.058  -1.310
O  -0.174  1.167  0.822
C  0.630  1.997  1.436
H  2.336  1.457  0.119
H  2.494  0.664  1.714
H  0.756  2.981  0.947
H  0.460  2.020  2.535
Y  -1.589  -1.777  -1.758
O  -0.644  -1.256  0.350
C  -3.337  -3.451  -2.811
O  -4.060  -4.192  -3.231

***

No. 14
Formula: C4H4O6Sn
Source: the OMol25 dataset
Level of theory: wB97M-V/def2-TZVPD

- 2S+1 = 2
- net charge = +1
- <S²> = 0.75
- gap between HOMO and LUMO (spin up / spin down) (eV) = 6.6818 / 7.1806

CARTESIAN COORDINATES (ANGSTROEM)
O  2.632  -1.034  -0.394
C  1.674  -0.342  0.049
O  1.885  0.822  0.497
O  0.464  -0.869  0.010
O  -1.409  -1.389  1.075
C  -2.399  -1.453  0.087
C  -0.520  -0.392  0.864
Sn  3.677  0.456  0.132
H  -3.354  -1.717  0.553
H  -2.083  -2.056  -0.775
H  -0.182  0.211  1.710
C  -2.437  0.131  -0.426
O  -3.059  0.992  0.142
H  -1.968  1.124  -1.972
O  -2.042  0.200  -1.690

***

No. 15
Formula: C4H4OS2
Source: the OMol25 dataset
Level of theory: wB97M-V/def2-TZVPD

- 2S+1 = 1
- structure (SMILES) = C=C1SCSC1=O
- gap between HOMO and LUMO (eV) = 8.9476

CARTESIAN COORDINATES (ANGSTROEM)
C  1.170  -1.062  1.321
C  0.437  -0.442  0.406
S  0.860  -0.249  -1.305
C  -0.388  0.999  -1.641
S  -1.796  0.755  -0.589
C  -0.951  -0.070  0.720
O  -1.535  -0.322  1.751
H  0.696  -1.287  2.284
H  2.236  -1.253  1.180
H  -0.748  0.937  -2.659
H  0.021  1.995  -1.468

***

No. 16
Formula: C4H4OS2
Source: the OMol25 dataset
Level of theory: wB97M-V/def2-TZVPD

- 2S+1 = 1
- gap between HOMO and LUMO (eV) = 7.9572

CARTESIAN COORDINATES (ANGSTROEM)
C  -0.948  -1.134  -0.756
C  -0.350  0.778  0.927
C  1.010  0.840  0.241
C  1.197  -0.201  -0.633
H  -0.630  1.908  1.766
H  -0.587  -0.496  1.651
H  1.758  1.632  0.665
H  1.964  -0.284  -1.416
O  0.283  -1.233  -0.864
S  -2.090  -2.258  -0.991
S  -1.609  0.447  -0.588

***

No. 17
Formula: C4H4P2
Source: the OMol25 dataset
Level of theory: wB97M-V/def2-TZVPD

- 2S+1 = 1
- structure (SMILES) = C#P=PC1C=C1
- gap between HOMO and LUMO (spin up / spin down) (eV) = 6.5832 / 6.5793

CARTESIAN COORDINATES (ANGSTROEM)
C  1.699  1.992  2.482
P  0.645  1.169  1.548
P  -0.733  1.206  -0.070
C  -0.154  -0.290  -0.871
C  -1.205  -0.906  -1.815
C  -0.731  -1.704  -0.925
H  2.154  1.962  3.513
H  0.837  -0.280  -1.101
H  -1.962  -0.593  -2.513
H  -0.550  -2.554  -0.249

***

No. 18
Formula: C4H4S
Source: the OMol25 dataset
Level of theory: wB97M-V/def2-TZVPD

- 2S+1 = 1
- gap between HOMO and LUMO (eV) = 8.2824

CARTESIAN COORDINATES (ANGSTROEM)
C  -0.244  0.014  0.658
C  0.011  0.185  -0.519
C  -0.145  -0.192  2.788
C  0.181  0.249  -1.976
S  -0.393  -1.638  3.285
H  0.219  0.786  3.200
H  0.948  0.794  -2.393
H  -0.762  0.584  -2.563
H  0.185  -0.780  -2.480

***

No. 19
Formula: C4H4S
Source: the OMol25 dataset
Level of theory: wB97M-V/def2-TZVPD

- 2S+1 = 1
- gap between HOMO and LUMO (eV) = 7.8754

CARTESIAN COORDINATES (ANGSTROEM)
C  0.972  -0.917  0.365
C  -0.579  0.535  -0.765
C  -0.404  1.470  0.409
C  -0.222  -0.340  0.385
S  -1.249  0.434  1.605
H  1.671  -0.747  -0.492
H  1.444  -1.501  1.087
H  -1.651  0.357  -0.911
H  0.017  0.709  -1.683

***

No. 20
Formula: C4H4S
Source: the OMol25 dataset
Level of theory: wB97M-V/def2-TZVPD

- 2S+1 = 1
- structure (SMILES) = C=C=C1CS1
- gap between HOMO and LUMO (eV) = 8.9633

CARTESIAN COORDINATES (ANGSTROEM)
C  1.454  0.966  -0.981
C  0.734  0.067  -0.379
C  -0.293  -0.299  0.242
C  -1.270  -1.046  0.931
S  -1.537  0.743  0.752
H  2.312  1.685  -0.667
H  1.428  0.868  -2.152
H  -1.870  -1.650  0.410
H  -0.958  -1.332  1.844